C20H25ClIN2OP2Ti | the ωB97M-V functional and the def2-TZVPD basis

```
53
Properties=species:S:1:pos:R:3:forces:R:3
I -0.61180 -4.87489 -1.55974 0.283 0.049 0.081
Ti -0.38225 -0.04215 -0.30496 -2.378 1.002 2.377
Cl 4.88129 -4.15727 -0.12095 0.058 -0.039 -0.017
P -1.44075 -0.81293 1.87246 -0.439 0.101 1.020
P -1.04447 2.20559 0.72972 -0.370 0.720 0.566
O -0.47182 -1.82903 -0.75524 0.052 -1.770 -0.458
N -0.47389 0.66024 -2.11843 0.342 1.078 -3.236
N 1.51879 -0.23150 0.06546 2.073 -0.141 0.334
C 2.27518 -4.24915 -0.75142 0.381 0.020 0.102
C -0.89282 0.20870 -4.43128 -0.009 0.143 -0.243
C 3.11607 -2.09233 -0.02693 -0.200 0.149 -0.010
C -3.13853 -1.41344 1.52514 0.171 -0.005 -0.029
C 0.99688 -3.70743 -0.90115 -0.677 0.295 -0.053
C -0.84585 -2.05284 3.07377 0.081 0.064 -0.225
C 0.73025 -2.37804 -0.61895 0.494 -0.751 -0.060
C -1.76405 0.65439 2.94401 -0.015 -0.096 -0.161
C -2.25236 1.81675 2.07637 0.142 -0.109 -0.002
C 4.13966 -1.20526 0.38389 -0.102 0.155 0.020
C 0.34072 1.66793 -2.49901 -0.190 -0.009 -0.029
C 0.10926 3.32241 1.62316 -0.069 -0.117 -0.108
C 3.83097 0.11297 0.60601 0.290 -0.186 0.023
C 1.81464 -1.56586 -0.17826 0.375 -0.268 -0.110
C -2.03650 3.38782 -0.25693 0.145 -0.146 -0.014
C -0.04493 1.23947 -4.81188 -0.050 -0.082 0.210
C -1.09157 -0.04510 -3.09131 0.099 0.087 0.153
C 2.52490 0.56823 0.43553 -0.286 -0.190 -0.038
C 3.31002 -3.46166 -0.31614 -0.117 -0.152 -0.057
C 0.57095 1.98928 -3.81632 -0.007 0.101 -0.154
H -2.87317 2.84554 -0.69830 -0.022 0.050 -0.030
H -2.49329 0.40154 3.71668 0.009 0.027 0.023
H -3.61858 -0.78914 0.77124 -0.054 0.002 0.029
H -1.53253 -2.12530 3.91706 -0.004 -0.026 0.012
H -1.38858 -0.40202 -5.17235 -0.033 -0.012 0.039
H -3.74040 -1.41589 2.43426 -0.030 -0.022 -0.004
H -2.42493 2.71258 2.67622 -0.030 0.028 -0.031
H -2.41848 4.19338 0.36981 0.000 0.025 -0.008
H 2.27381 1.60578 0.61560 -0.036 0.012 -0.003
H 0.77016 3.82928 0.91862 0.008 -0.004 0.002
H -3.19905 1.55396 1.59749 -0.015 0.035 -0.008
H -0.45057 4.06962 2.18593 0.045 0.051 0.003
H 0.72337 2.73801 2.30889 0.005 0.031 0.028
H 1.23760 2.80313 -4.06460 0.007 -0.005 0.034
H 0.82388 2.21254 -1.69552 0.083 -0.020 -0.032
H -0.77199 -3.02297 2.58158 0.017 -0.008 0.021
H 4.59809 0.81004 0.91327 -0.023 0.021 -0.005
H 2.46160 -5.28973 -0.97743 -0.045 -0.005 0.007
H -1.72934 -0.85550 -2.76409 0.044 -0.061 0.005
H 0.14394 -1.76912 3.43050 0.001 -0.023 0.029
H -3.07838 -2.42797 1.12999 0.003 0.008 -0.027
H 0.14037 1.44937 -5.85588 -0.011 0.000 -0.008
H -1.44062 3.81202 -1.06544 -0.010 0.021 0.010
H 5.14800 -1.57257 0.50464 0.008 0.005 0.018
H -0.82892 0.91853 3.44520 0.003 -0.033 0.016
```
Forces are in eV/Å.

## Properties
frontier orbital gap (alpha / beta)	0.212 / 0.272	Eh
HOMO level (alpha / beta)	-8.8 / -10.4	eV
charge	+1
DFT total energy	-88485.8084	eV
LUMO (alpha / beta)	-2.999 / -3.056	eV
2S+1	3

=====

C20H25CoF15NO13 | the ωB97M-V functional and the def2-TZVPD basis

```
75
Properties=species:S:1:pos:R:3:forces:R:3
Co -2.46349 1.03297 -0.07120 2.462 1.275 -1.222
F -7.01125 -5.34039 -1.05506 -1.818 0.696 -1.557
F -3.41329 2.47491 -5.21550 0.491 0.549 -1.684
F -5.49205 -6.51891 -0.25012 0.602 -1.207 0.225
F 6.33046 -1.79936 -2.67921 -0.311 -0.008 0.146
F -3.59885 3.95934 -3.60852 0.511 2.212 -0.418
F 2.70541 1.38382 5.78492 -0.106 0.691 -0.782
F -0.02894 4.36297 -0.63252 -0.209 0.406 -0.842
F -4.53763 2.11523 -3.46838 0.362 -0.710 0.306
F 2.82976 3.52592 5.32533 -0.887 0.728 -0.471
F 4.36691 2.54368 6.39101 0.900 0.156 -0.183
F -2.11117 4.64600 -1.39679 1.514 0.780 1.551
F 5.79108 -3.86600 -3.00589 -0.558 0.744 -0.390
F -7.00792 -5.70860 1.08036 0.192 0.198 -0.494
F 5.13369 -2.28600 -4.40032 -0.045 -0.346 -0.337
F -1.13707 6.16673 0.00872 -0.116 -0.930 -1.810
O 4.50102 2.98163 3.22955 -0.773 -2.275 2.422
O -5.92597 -3.14341 0.25910 0.818 0.411 -0.286
O -0.32661 1.30356 0.03334 -1.065 5.658 2.461
O -2.25469 1.92864 -2.02226 -0.369 0.023 0.452
O 1.08742 -0.20146 -0.46747 0.602 0.113 0.543
O -1.15596 1.58749 -3.97480 -4.422 2.620 0.055
O -0.96467 -0.50301 -0.55943 -6.138 -4.163 -0.510
O 4.16061 0.73340 3.70102 0.324 1.406 -0.148
O -1.52056 4.89741 2.05003 -0.344 -1.713 -4.490
O -2.13583 3.04170 0.75530 -0.182 -0.416 0.653
O 3.87858 -3.31509 -1.36583 1.916 1.873 -3.902
O -4.04005 -4.45289 0.41782 -2.118 -1.239 -0.540
O 3.40666 -1.40632 -2.54201 0.346 -0.410 0.130
N -0.04492 0.19439 -0.26332 4.977 -1.725 -2.131
C 4.49919 0.40546 2.31561 -0.948 0.830 -1.635
C -1.93843 4.36937 3.32290 0.067 -0.487 1.027
C -1.72458 -4.17222 0.22528 -0.076 0.565 -0.578
C -3.44127 4.18401 3.51994 0.656 -0.392 -0.853
C 1.06718 0.92140 -4.54132 -1.219 -0.466 1.218
C 2.82434 -3.09891 -0.45612 -2.191 0.887 2.588
C -5.36344 -4.19563 0.19438 -0.200 -0.208 0.985
C -3.04370 -3.46217 0.45615 -0.366 0.560 0.840
C 4.12560 -2.38506 -2.33923 -2.163 -2.253 3.736
C 3.34889 0.68812 1.32083 -0.010 0.588 1.118
C 3.50365 2.41897 5.39395 0.416 -1.978 1.127
C -3.43740 2.73529 -3.96141 -0.650 -1.876 1.512
C -6.27422 -5.48653 -0.02379 2.435 0.501 1.719
C -0.10284 0.83340 -3.44472 2.557 0.654 -0.181
C -1.64265 4.15556 0.85619 -2.290 -0.103 5.261
C -1.23942 4.86804 -0.35505 0.616 1.949 -0.481
C -2.19523 2.13272 -3.22218 2.692 -3.307 -0.467
C 5.40294 -2.60864 -3.16308 1.925 -0.504 -0.316
C 4.16615 2.10142 4.02311 0.486 0.110 -3.540
C 2.32511 -4.36687 0.21158 1.149 -1.036 -0.791
H 1.95647 -5.04188 -0.56081 -0.432 -0.033 0.202
H -0.38180 -0.18897 -3.18966 -0.308 -0.056 -0.497
H -3.94328 5.14512 3.40884 -0.222 -0.271 0.017
H 3.21125 -2.45772 0.33589 0.146 0.302 -0.128
H 2.38519 0.32271 1.67561 0.043 0.006 0.043
H 3.32513 1.77202 1.20811 -0.454 -0.064 -0.364
H -1.43105 -4.72962 1.11480 -0.043 0.058 -0.075
H -3.37143 -2.63165 -0.16909 0.524 -0.132 -0.784
H 0.64766 0.73445 -5.52983 0.050 -0.376 0.127
H 3.56294 0.20761 0.36617 0.112 0.115 -0.032
H -1.78525 -4.85594 -0.62145 -0.065 0.019 0.036
H 1.97933 -2.57501 -0.90288 0.177 0.176 -0.447
H -3.66677 3.70914 4.47480 0.259 0.417 0.203
H 1.61139 -4.21432 1.02116 -0.189 0.506 -0.422
H -3.76155 3.43927 2.79133 -0.466 0.309 -0.218
H 4.71825 -0.63618 2.08086 0.469 -0.153 1.638
H 1.58505 1.87734 -4.61937 -0.327 0.128 0.496
H 5.27374 1.03604 1.87908 0.575 -0.128 0.924
H -1.37352 3.44799 3.46450 -0.110 -0.082 0.205
H -1.56814 5.12364 4.01721 0.140 -0.137 -0.095
H 0.21765 1.29426 -2.51038 0.196 0.135 -0.008
H -0.98505 -3.40789 -0.01345 0.274 -0.059 0.124
H 1.79811 0.16792 -4.24788 0.031 -0.068 -0.341
H 3.13654 -4.91354 0.69202 0.265 0.086 -0.014
H -3.02141 -3.00091 1.44349 -0.086 -0.129 0.375
```
Forces are in eV/Å.

## Properties
frontier orbital gap (alpha / beta)	0.266 / 0.088	Eh
HOMO level (alpha / beta)	-14.9 / -14.9	eV
charge	+2
DFT total energy	-127616.3353	eV
LUMO (alpha / beta)	-7.696 / -12.552	eV
2S+1	5